<A>
ORCA calculation (wB97M-V/def2-TZVPD) on C4H6O2S2 as an isolated structure.

Each line ends with the Mulliken charge.
Positions of all 14 atoms, in Å:
C1 -1.0157 0.7097 -0.4288  -0.222
C2 -0.3615 -0.2207 0.7610  -0.105
C3 0.7579 -1.2181 0.1141  0.275
C4 2.0156 -0.5910 -0.4394  -0.144
H1 0.1298 3.0469 -0.6688  0.354
H2 -1.3453 0.0579 -1.5817  0.198
H3 -1.9979 1.1296 0.1958  0.281
H4 0.0703 0.6388 1.3774  0.320
H5 -2.1257 -1.1697 1.1113  0.344
H6 2.0579 -0.8134 -1.5492  0.279
O1 0.1229 1.7381 -0.6741  -0.593
O2 -1.4610 -0.5545 1.5419  -0.519
S1 0.0621 -2.5338 -0.4133  -0.264
S2 3.0906 -0.2198 0.6537  -0.204

LUMO level = -1.29 eV
HOMO energy = -8.779 eV
charge = 0

<B>
ORCA calculation (wB97M-V/def2-TZVPD) on one molecule with the formula C4H6O2S2.

Each line ends with the Mulliken charge.
Positions of all 14 atoms, in Å:
O1 -0.5284 -1.3434 -1.3797  -0.499
C1 -1.1456 -0.9229 -0.1742  -0.687
C2 -0.2785 -0.0712 0.7293  0.072
C3 -0.1151 1.3812 0.2764  -0.600
S1 1.3042 1.3551 -0.7877  -0.102
C4 1.8877 -0.1007 -0.0157  0.325
S2 3.3925 -0.6894 -0.1680  -0.273
O2 0.9673 -0.6380 0.8547  -0.344
H1 -0.3717 -0.5332 -1.9160  0.317
H2 -2.0339 -0.3013 -0.3054  0.316
H3 -1.4031 -1.8230 0.2712  0.432
H4 -0.6775 -0.1268 1.7368  0.355
H5 -0.9895 1.7899 -0.2919  0.328
H6 -0.0084 2.0236 1.1702  0.360

SMILES string = OC[C@@H]1CSC(=S)O1
LUMO level = 0.21 eV
HOMO energy = -8.812 eV
charge = 0

Which structure is the most stable? The one labeled <B>.

<A>
ORCA calculation (wB97M-V/def2-TZVPD) on a 14-piece molecular cluster, C4H34N2O15 overall.

Each line ends with the Mulliken charge.
Positions of all 55 atoms, in Å:
O1 2.0031 -0.6503 -1.1792  -0.507
C1 0.8189 -0.3980 -1.3285  -0.338
N1 0.1770 -0.4698 -2.5372  0.008
C2 0.7769 -0.7588 -3.7884  -0.015
O2 0.1052 -0.6700 -4.7787  -0.509
C3 0.1017 -0.0097 -0.0148  0.807
N2 -1.1360 0.7531 -0.4098  -0.076
C4 -2.3013 0.2971 0.3715  -1.005
H1 -0.8122 -0.2707 -2.5702  0.309
H2 1.7866 -1.0908 -3.6849  0.450
H3 0.0176 -1.0235 0.4382  -0.067
H4 0.8539 0.4824 0.6988  -0.135
H5 -1.0532 1.7547 -0.3823  0.219
H6 -2.9844 1.1646 0.5827  0.294
H7 -1.8545 -0.3243 1.2246  0.339
H8 -2.8529 -0.5011 -0.2531  0.297
H9 2.5944 2.0781 2.2964  0.280
H10 3.4521 0.9536 3.0272  0.279
O3 2.5834 1.3226 2.8925  -0.569
H11 2.4655 -1.9383 2.2745  0.268
H12 1.1113 -2.5171 2.4230  0.326
O4 1.6471 -1.7659 2.7326  -0.648
H13 0.9048 4.3468 0.4499  0.407
H14 0.7049 3.9822 -1.0113  0.300
O5 0.4134 4.6255 -0.3244  -0.678
H15 -1.2872 1.2848 -4.2801  0.306
H16 -2.7570 1.7029 -3.9716  0.273
O6 -2.0072 1.1740 -3.6581  -0.607
H17 2.2877 2.8603 -0.3262  0.393
H18 2.8049 4.1781 0.3414  0.331
O7 2.3221 3.3317 0.5051  -0.725
H19 -1.0650 -3.0900 3.4140  0.350
H20 -0.9277 -3.4020 1.9056  0.354
O8 -0.5153 -3.5705 2.7813  -0.706
H21 -2.1472 -4.5784 -0.3254  0.292
H22 -3.1132 -4.1340 0.7186  0.357
O9 -2.2431 -4.5887 0.6316  -0.657
H23 -1.3316 3.1539 -2.3012  0.343
H24 -0.2849 2.0345 -2.3464  0.260
O10 -0.4546 2.9634 -2.6696  -0.645
H25 2.0029 2.8650 -2.9160  0.355
H26 2.5250 1.4852 -2.2584  0.296
O11 2.7884 2.3090 -2.6873  -0.676
H27 4.2935 -1.3466 -0.9227  0.340
H28 3.5803 -2.1123 0.0064  0.322
O12 4.4789 -2.1007 -0.3407  -0.637
H29 -1.5141 -1.0504 2.9618  0.447
H30 -2.9181 -1.1402 3.5933  0.272
O13 -2.3336 -1.5920 2.9701  -0.638
H31 -4.4327 -2.1888 0.2166  0.322
H32 -3.7445 -1.6700 1.3908  0.346
O14 -4.0876 -2.5292 1.0333  -0.645
H33 0.6542 -0.3895 2.8057  0.254
H34 0.0804 0.6184 3.6945  0.378
O15 -0.1770 0.1496 2.8846  -0.686

LUMO level = -0.05 eV
HOMO energy = -9.658 eV
charge = 0

<B>
ORCA calculation (wB97M-V/def2-TZVPD) on a 14-piece molecular cluster, C4H34N2O15 overall.

Each line ends with the Mulliken charge.
Positions of all 55 atoms, in Å:
O1 -1.2999 -0.2692 2.0815  -0.569
C1 -1.1177 -0.5496 0.9525  0.957
N1 0.3436 -0.4648 0.4117  1.384
C2 1.4006 -0.6191 1.3303  0.278
N2 2.5883 -1.1132 0.8463  -0.201
O2 1.2868 -0.3793 2.5224  -0.937
C3 -2.0219 -0.7954 -0.1822  0.445
C4 -3.0895 -1.8225 0.1338  -1.423
H1 0.4313 -0.4184 -0.6647  -0.528
H2 3.3405 -1.2248 1.5566  0.268
H3 2.8038 -1.1313 -0.1632  0.172
H4 -2.5217 0.1777 -0.5022  -0.278
H5 -1.5297 -1.0841 -1.1373  -0.085
H6 -3.8283 -1.7962 -0.6925  0.446
H7 -2.7379 -2.8567 0.3118  0.164
H8 -3.7481 -1.4494 0.9911  0.265
H9 0.4505 -3.1654 -2.4134  0.357
H10 1.1171 -1.7566 -2.3324  0.232
O3 0.6534 -2.2617 -2.9338  -0.646
H11 0.8912 1.4163 2.9404  0.360
H12 1.3589 2.6262 2.1613  0.350
O4 0.6962 2.3988 2.8687  -0.754
H13 -3.9412 1.5034 1.1424  0.275
H14 -2.9960 2.8205 1.1039  0.434
O5 -3.4378 2.0842 0.5307  -0.720
H15 0.5334 -3.6081 0.1828  0.394
H16 2.0528 -3.6028 0.0357  0.244
O6 1.2878 -3.4253 -0.4885  -0.704
H17 -0.2504 -3.3050 2.1188  0.458
H18 -1.3713 -4.0326 1.0694  0.228
O7 -0.5676 -3.5966 1.2625  -0.620
H19 2.6637 1.6882 0.2457  0.349
H20 3.4848 2.8329 -0.5706  0.297
O8 2.9415 2.6214 0.2342  -0.651
H21 1.1892 -2.4589 3.7241  0.331
H22 0.1205 -1.6822 3.0194  0.338
O9 0.2280 -2.5396 3.5006  -0.789
H23 -2.5330 2.0141 -1.1978  0.298
H24 -1.6394 3.2738 -1.7291  0.272
O10 -1.7186 2.3173 -1.7235  -0.699
H25 -1.4197 2.4699 2.6216  0.375
H26 -1.3649 3.6339 1.5466  0.396
O11 -1.9381 3.3035 2.3185  -0.758
H27 0.1190 0.3449 -4.6728  0.261
H28 0.3930 -1.1050 -4.5918  0.291
O12 0.7122 -0.2862 -4.4396  -0.609
H29 0.2733 2.9147 0.0489  0.276
H30 1.2727 4.0396 -0.2703  0.305
O13 0.3900 3.8675 0.0800  -0.613
H31 3.6807 1.0641 -2.4538  0.276
H32 2.3365 0.5800 -1.9397  0.437
O14 3.3081 0.5645 -1.8163  -0.629
H33 0.3939 0.2420 -2.8605  0.348
H34 -0.2241 1.2798 -2.0436  0.228
O15 0.5537 0.7208 -2.0745  -0.575

LUMO level = 0.11 eV
HOMO energy = -10.209 eV
charge = 0

Which structure is the most stable? The one labeled <B>.

<A>
ORCA calculation (wB97M-V/def2-TZVPD) on a 4-piece molecular cluster, C3H11NO3 overall.

Each line ends with the Mulliken charge.
Positions of all 18 atoms, in Å:
C1 -2.1187 1.1299 0.6492  -0.609
C2 -1.3546 0.2838 1.3827  -0.174
N1 -0.3432 -0.6233 0.8840  -0.405
C3 -0.6235 -1.6247 0.0732  -0.308
H1 -2.2770 0.9590 -0.4731  0.159
H2 -2.7578 1.9052 1.0483  0.294
H3 -1.3411 0.4026 2.4451  0.348
H4 0.1960 -2.2802 -0.3103  0.323
H5 -1.6099 -2.0324 -0.4583  0.241
O1 2.1226 1.2119 1.1289  -0.703
H6 2.8944 0.6747 1.2296  0.325
H7 1.3987 0.6351 1.3065  0.447
O2 -0.4450 -0.7578 -2.1052  -0.549
H8 0.4524 -0.7085 -2.0482  0.342
H9 -0.7425 -0.1659 -2.8004  0.266
O3 1.7561 0.1558 -1.1339  -0.678
H10 1.9966 0.9795 -1.5611  0.292
H11 1.3029 0.3808 -0.3150  0.389

SMILES string = C=CN=C.O.O.O
LUMO level = 0.77 eV
HOMO energy = -9.227 eV
charge = 0

<B>
ORCA calculation (wB97M-V/def2-TZVPD) on a 2-piece molecular cluster, C3H11NO3 overall.

Each line ends with the Mulliken charge.
Positions of all 18 atoms, in Å:
O1 1.3789 2.5492 -0.4367  -0.524
C1 0.1344 2.2801 -0.9401  -0.458
C2 -0.1885 0.7402 -0.6620  -0.513
N1 -0.0394 0.6588 0.8219  -0.437
C3 0.4538 -0.5273 1.4599  -0.366
O2 -0.4430 -1.4400 2.0763  -0.492
H1 1.7997 1.6199 -0.2244  0.349
H2 0.0998 2.3805 -2.0529  0.306
H3 -0.5430 2.8806 -0.3683  0.345
H4 0.6776 0.0601 -1.0167  0.316
H5 -1.2336 0.4015 -1.0886  0.250
H6 0.2977 1.6030 1.2105  0.311
H7 1.2741 -0.2813 2.1921  0.294
H8 1.0478 -1.0326 0.7433  0.287
H9 -1.2880 -0.9722 1.9399  0.313
O3 -0.9796 -3.3479 -0.9232  -0.590
H10 -0.5636 -3.9578 -1.5748  0.308
H11 -1.8850 -3.6148 -1.1563  0.300

SMILES string = OCCNCO.O
LUMO level = 0.67 eV
HOMO energy = -9.183 eV
charge = 0

Which structure is the most stable? The one labeled <B>.

<A>
ORCA calculation (wB97M-V/def2-TZVPD) on a 4-piece molecular cluster, C3H11NO3 overall.

Each line ends with the Mulliken charge.
Positions of all 18 atoms, in Å:
C1 2.4036 0.8167 0.7309  -0.565
C2 2.1984 -0.3340 0.0951  -0.094
N1 0.9865 -0.7522 -0.4670  -0.303
C3 0.4057 -0.0281 -1.3143  -0.464
H1 1.5539 1.4821 0.8443  0.165
H2 3.2760 0.9327 1.3617  0.285
H3 2.9926 -1.0616 0.0096  0.316
H4 -0.4419 -0.4027 -1.8875  0.285
H5 0.6936 0.9601 -1.6906  0.375
O1 -1.6016 -2.7047 0.2281  -0.623
H6 -1.9017 -3.1605 1.0208  0.288
H7 -1.1700 -3.3617 -0.3307  0.285
O2 -1.0288 2.8679 -0.2358  -0.621
H8 -1.1226 1.9721 0.1108  0.329
H9 -0.3789 3.3201 0.3084  0.320
O3 -2.1386 0.0802 0.1711  -0.631
H10 -1.8556 -0.8473 0.2646  0.380
H11 -2.8705 0.2207 0.7807  0.273

SMILES string = C=CN=C.O.O.O
LUMO level = 0.51 eV
HOMO energy = -9.128 eV
charge = 0

<B>
ORCA calculation (wB97M-V/def2-TZVPD) on a 3-piece molecular cluster, C3H11NO3 overall.

Each line ends with the Mulliken charge.
Positions of all 18 atoms, in Å:
C1 -1.8569 -0.3400 -1.6671  -1.097
C2 -1.4298 -0.1915 -0.1613  -0.299
C3 0.0799 -0.3437 -0.1834  0.383
N1 0.5551 -1.3222 0.6840  -0.306
O1 0.8134 0.4051 -0.7744  -0.545
H1 -2.9497 -0.2315 -1.7446  0.332
H2 -1.3967 0.4216 -2.2937  0.287
H3 -1.7681 -1.3755 -2.0220  0.321
H4 -1.9246 -1.0348 0.3343  0.212
H5 -1.7706 0.7286 0.3018  0.296
H6 1.4232 -1.1106 1.1444  0.188
H7 0.2248 -2.2644 0.7337  0.237
O2 3.1393 5.9290 -0.3277  -0.637
H8 2.4667 6.0836 -0.9798  0.318
H9 3.0105 6.5301 0.4157  0.320
O3 0.0544 -3.9180 2.0907  -0.623
H10 0.5066 -4.3602 2.8237  0.316
H11 0.8226 -3.6057 1.6256  0.297

SMILES string = CCC(N)=O.O.O
LUMO level = 0.60 eV
HOMO energy = -9.812 eV
charge = 0

Which structure is the most stable? The one labeled <B>.